#1
{"formula": "C3H10N2O", "method": "ωB97M-V/def2-TZVPD", "smiles": "CC=O.NCN", "multiplicity": 1, "molar_mass_g_mol": 90.13, "elements": ["C", "C", "O", "H", "H", "H", "H", "N", "C", "N", "H", "H", "H", "H", "H", "H"], "coordinates": [[2.0728, 2.1640, 1.2816], [2.9980, 1.2956, 0.4437], [2.6459, 0.4165, -0.2920], [1.1489, 2.3455, 0.7473], [2.6044, 3.1074, 1.4043], [1.8825, 1.5797, 2.1721], [4.0794, 1.4468, 0.6234], [-2.6259, -2.4484, -0.7723], [-1.9863, -1.3228, -0.0966], [-2.4912, -0.0153, -0.4197], [-3.2408, -2.2485, -1.5392], [-1.9715, -3.1908, -0.9460], [-2.0692, -1.4450, 0.9886], [-0.9158, -1.2911, -0.3410], [-2.1973, 0.3038, -1.3414], [-3.5058, 0.0382, -0.4469]]}

#2
{"formula": "C3H10N2O", "method": "ωB97M-V/def2-TZVPD", "smiles": "[H]/N=C/NCC.O", "multiplicity": 1, "molar_mass_g_mol": 90.13, "elements": ["H", "N", "C", "N", "C", "C", "H", "H", "H", "H", "H", "H", "H", "O", "H", "H"], "coordinates": [[2.8086, 2.8574, -0.8056], [1.9676, 2.6153, -0.2442], [1.7851, 1.3404, 0.0510], [1.0641, 1.1532, 1.2890], [0.2071, -0.0208, 1.2677], [-1.2056, 0.4896, 0.8218], [2.4110, 0.5844, -0.2485], [0.5684, 2.1006, 1.5020], [0.1426, -0.3810, 2.3480], [0.6382, -0.9234, 0.6475], [-1.8224, 0.6077, 1.6936], [-1.5511, -0.2822, -0.0093], [-1.2641, 1.2904, 0.1154], [-2.2106, -3.9836, -2.6358], [-1.8760, -4.1348, -3.5239], [-1.6628, -3.3133, -2.2688]]}

#3
{"formula": "C3H10N2O", "method": "ωB97M-V/def2-TZVPD", "smiles": "NC=O.CCN", "multiplicity": 1, "molar_mass_g_mol": 90.13, "elements": ["N", "C", "O", "H", "H", "H", "C", "C", "N", "H", "H", "H", "H", "H", "H", "H"], "coordinates": [[1.2229, 1.5478, -1.5176], [0.9779, 0.1870, -1.5595], [-0.0807, -0.2316, -1.9681], [0.6103, 2.1051, -2.0912], [1.7015, 2.0960, -0.8318], [1.8199, -0.3590, -1.1461], [-0.9800, -1.5802, 0.5324], [-0.9278, -0.1389, 1.0383], [0.3071, 0.3215, 1.7173], [-1.7130, -2.1944, 1.0575], [-1.2523, -1.5487, -0.5185], [-0.0648, -2.2116, 0.6243], [-1.2284, 0.5803, 0.2373], [-1.7671, 0.1547, 1.6753], [1.0948, -0.0544, 1.1420], [0.2798, 1.3262, 1.6083]]}

According to the calculations, the structures order from most to least stable as #3, #1, #2.

#1
{"formula": "C3H10N2O", "method": "ωB97M-V/def2-TZVPD", "multiplicity": 1, "molar_mass_g_mol": 90.13, "elements": ["C", "N", "C", "O", "C", "N", "H", "H", "H", "H", "H", "H", "H", "H", "H", "H"], "coordinates": [[-1.3767, -0.6289, -1.4117], [0.0210, -0.3651, -1.8687], [0.5048, 0.8546, -1.1753], [0.2031, 1.5619, -0.1705], [-1.5150, -0.8295, 0.0971], [-0.7224, -2.0745, 0.3888], [-1.9583, 0.2365, -1.7831], [-1.7827, -1.5419, -1.8900], [3.9685, 3.5030, 3.8885], [1.2868, 1.3270, -1.7787], [0.7049, -0.2600, -0.8151], [4.6195, 3.5771, 4.2473], [-2.5834, -0.9700, 0.3645], [-1.0778, -0.0381, 0.6922], [-0.4366, -2.2737, 1.3471], [0.1441, -2.0784, -0.1325]]}

#2
{"formula": "C3H10N2O", "method": "ωB97M-V/def2-TZVPD", "smiles": "[H]/N=C/NCC.O", "multiplicity": 1, "molar_mass_g_mol": 90.13, "elements": ["H", "N", "C", "N", "C", "C", "H", "H", "H", "H", "H", "H", "H", "O", "H", "H"], "coordinates": [[-2.7549, 0.7598, -2.2771], [-2.5335, -0.1460, -1.8532], [-1.3970, -0.0506, -1.2698], [-0.8286, -1.0589, -0.5471], [0.2151, -1.3621, 0.4084], [1.4759, -0.5031, 0.3030], [-0.6560, 0.7086, -1.7038], [-1.4085, -1.8765, -0.6525], [0.5033, -2.3823, 0.1700], [-0.1882, -1.2926, 1.4413], [1.1053, 0.4929, 0.1583], [2.1417, -0.7797, -0.5118], [2.0910, -0.5305, 1.1898], [0.6317, 2.4133, 1.9946], [1.4498, 2.9194, 1.9438], [0.1527, 2.6882, 1.2062]]}

#3
{"formula": "C3H10N2O", "method": "ωB97M-V/def2-TZVPD", "multiplicity": 1, "molar_mass_g_mol": 90.13, "elements": ["C", "C", "C", "O", "H", "H", "H", "H", "H", "H", "H", "H", "N", "N", "H", "H"], "coordinates": [[-1.5172, 0.6329, -0.4419], [1.3806, 0.0830, -0.9563], [1.6936, -0.1301, 0.3877], [-1.0128, 1.5213, 0.4880], [-0.1364, 1.8141, 0.2084], [-2.5892, 0.5856, -0.2698], [-1.3133, 0.8756, -1.4821], [1.3372, 1.0815, -1.3687], [1.3233, -0.7352, -1.6613], [2.1543, -1.0895, 0.6271], [0.4500, -0.5761, 1.1960], [2.1962, 0.6766, 0.9142], [-1.2175, -1.0434, -0.0207], [-0.7313, -1.2469, 1.2049], [-1.4895, -1.0528, 1.8643], [-0.5280, -1.3967, -0.6899]]}

According to the calculations, the structures order from most to least stable as #2, #1, #3.

#1
{"formula": "C6H6N", "method": "ωB97M-V/def2-TZVPD", "smiles": "C[N+]1=C=C=CC=C1", "multiplicity": 1, "molar_mass_g_mol": 92.12, "charge": 1, "elements": ["C", "N", "C", "C", "C", "C", "C", "H", "H", "H", "H", "H", "H"], "coordinates": [[1.6353, -0.8534, -0.1360], [0.2309, -0.7357, 0.0074], [-0.7359, -1.5683, -0.0991], [-1.9827, -1.3795, -0.2490], [-2.6622, -0.2079, -0.1830], [-1.7557, 0.8241, 0.3008], [-0.4065, 0.6363, 0.3065], [1.9177, -1.8552, -0.2810], [2.2551, -0.7058, 0.8696], [2.0494, -0.2738, -0.9220], [-3.6974, -0.0577, -0.3511], [-2.2571, 1.8777, 0.3783], [0.3603, 1.4603, 0.5854]]}

#2
{"formula": "C6H6N", "method": "ωB97M-V/def2-TZVPD", "smiles": "[NH3+][C@H]1C=C1C1=C=C1", "multiplicity": 1, "molar_mass_g_mol": 92.12, "charge": 1, "elements": ["N", "C", "C", "C", "C", "C", "C", "H", "H", "H", "H", "H", "H"], "coordinates": [[-0.9526, 0.8939, -0.5288], [-0.5443, -0.3341, 0.3877], [-0.4492, -1.6213, -0.3437], [0.8346, -0.8946, -0.0180], [2.4863, -0.2101, 0.0122], [3.3564, 0.8623, -0.2798], [3.7923, -0.3779, 0.3022], [-1.3470, 0.4794, -1.4133], [-0.0510, 1.2176, -0.8065], [-1.5365, 1.5911, -0.0819], [-0.9702, 0.0104, 1.2627], [-0.9086, -2.6143, -0.7163], [4.4421, -1.0639, 0.7168]]}

#3
{"formula": "C6H6N", "method": "ωB97M-V/def2-TZVPD", "smiles": "[NH3+][C@H]1[C@H]2[C@@]13C1=C[C@@]123", "multiplicity": 1, "molar_mass_g_mol": 92.12, "charge": 1, "elements": ["N", "C", "C", "C", "C", "C", "C", "H", "H", "H", "H", "H", "H"], "coordinates": [[-0.6862, 0.1439, -1.3747], [0.6288, -0.0014, -0.6245], [1.0232, 0.7170, 0.6420], [0.8104, -0.9991, 0.4583], [0.4431, -1.2032, 1.9410], [1.4840, -0.8669, 2.5777], [1.8849, -0.3401, 1.1672], [-1.4767, -0.1779, -0.6686], [-0.8120, -0.4881, -2.1601], [-0.9264, 1.1698, -1.6767], [1.4080, -0.1249, -1.3997], [0.3473, 1.2946, 1.2729], [2.1295, -0.7301, 3.4771]]}

According to the calculations, the structures order from most to least stable as #1, #2, #3.

#1
{"formula": "H4NP", "method": "ωB97M-V/def2-TZVPD", "multiplicity": 1, "molar_mass_g_mol": 49.01, "elements": ["N", "P", "H", "H", "H", "H"], "coordinates": [[-0.6661, 0.3258, -0.1114], [1.0443, 0.1348, -0.1719], [-1.1477, -0.8027, -0.7514], [-1.1724, 0.9845, -0.6393], [0.8204, -1.1182, 0.4407], [1.1214, 0.4758, 1.2333]]}

#2
{"formula": "H4NP", "method": "ωB97M-V/def2-TZVPD", "smiles": "NP", "multiplicity": 1, "molar_mass_g_mol": 49.01, "elements": ["N", "P", "H", "H", "H", "H"], "coordinates": [[-0.6930, -0.3259, -0.2406], [0.7976, 0.1483, 0.6854], [-1.2930, 0.5100, -0.2692], [-1.2996, -0.8244, 0.3175], [1.0324, 1.3113, -0.3861], [1.4556, -0.8194, -0.1070]]}

According to the calculations, the structures order from most to least stable as #2, #1.